[1]
{
  "formula": "C2HNO4",
  "method": "wB97M-V/def2-TZVPD",
  "symbols": ["O", "C", "N", "O", "H", "O", "C", "O"],
  "xyz": [[0.556, -0.814, 1.031], [0.759, -0.513, -0.151], [1.753, 0.053, -0.733], [2.044, 0.874, -1.541], [0.083, -1.033, -0.830], [-2.354, 0.231, 1.674], [-1.713, 0.497, 0.749], [-1.128, 0.705, -0.199]],
  "nbo_charge": [-0.581, 0.391, 0.135, -0.144, 0.180, -0.493, 1.054, -0.542],
  "de_lowest_kj_mol": 293.11,
  "total_energy_ev": -11766.2405,
  "smiles": "O=CN=O.O=C=O",
  "mol_weight_g_mol": 103.03,
  "total_charge": 0,
  "e_lumo_ha": [-0.064, -0.072],
  "e_homo_ev": [-10.00, -9.94]
}

***

[2]
{
  "formula": "C2HNOS",
  "method": "wB97M-V/def2-TZVPD",
  "symbols": ["N", "C", "O", "C", "S", "H"],
  "xyz": [[2.479, 0.380, -0.041], [1.321, 0.394, -0.031], [0.136, 0.776, -0.001], [-1.058, -0.372, 0.021], [-2.511, 0.124, 0.016], [-0.367, -1.301, 0.036]],
  "nbo_charge": [-0.409, 0.507, -0.539, -0.091, 0.291, 0.241],
  "de_lowest_kj_mol": 238.83,
  "total_energy_ev": -16460.0582,
  "smiles": "N#COC=S",
  "mol_weight_g_mol": 87.10,
  "total_charge": 0,
  "e_lumo_ha": -0.053,
  "e_homo_ev": -10.62
}

***

[3]
{
  "formula": "C2HNOS",
  "method": "wB97M-V/def2-TZVPD",
  "symbols": ["N", "C", "C", "O", "S", "H"],
  "xyz": [[1.141, 1.514, 1.530], [0.539, 0.549, 1.119], [-0.245, -0.372, 0.205], [-0.632, -1.434, 0.657], [-0.097, 0.338, -1.324], [-0.706, -0.595, -2.187]],
  "nbo_charge": [-0.237, 0.151, 0.266, -0.476, 0.131, 0.165],
  "de_lowest_kj_mol": 114.23,
  "total_energy_ev": -16461.3497,
  "smiles": "N#CC(=O)S",
  "mol_weight_g_mol": 87.10,
  "total_charge": 0,
  "e_lumo_ha": -0.024,
  "e_homo_ev": -11.25
}

***

[4]
{
  "formula": "C2HNOS",
  "method": "wB97M-V/def2-TZVPD",
  "symbols": ["N", "C", "C", "O", "S", "H"],
  "xyz": [[-1.244, -1.936, 1.127], [-0.841, -0.840, 0.808], [-0.046, 0.182, 0.149], [1.305, 0.051, 0.639], [0.124, 1.121, -1.249], [1.595, -0.850, 1.242]],
  "nbo_charge": [-0.205, 0.180, 0.094, -0.680, 0.111, 0.500],
  "de_lowest_kj_mol": 259.07,
  "total_energy_ev": -16459.8485,
  "smiles": "N#CC(O)=S",
  "mol_weight_g_mol": 87.10,
  "total_charge": 0,
  "e_lumo_ha": -0.068,
  "e_homo_ev": -9.77
}

***

[5]
{
  "formula": "C2HNS2",
  "method": "wB97M-V/def2-TZVPD",
  "symbols": ["C", "C", "N", "S", "S", "H"],
  "xyz": [[-0.070, -1.110, 0.038], [-0.066, 0.331, -0.030], [-0.125, -2.245, 0.232], [1.042, 1.152, 1.068], [0.977, 1.347, -1.003], [-1.758, 0.525, -0.305]],
  "nbo_charge": [0.204, -0.565, -0.269, 0.207, 0.202, 0.222],
  "de_lowest_kj_mol": 230.52,
  "total_energy_ev": -25246.7873,
  "mol_weight_g_mol": 103.17,
  "total_charge": 0,
  "e_lumo_ha": [-0.031, -0.031],
  "e_homo_ev": [-9.37, -9.37]
}

***

[6]
{
  "formula": "C2HNS2",
  "method": "wB97M-V/def2-TZVPD",
  "symbols": ["C", "C", "N", "S", "S", "H"],
  "xyz": [[0.915, 0.638, -0.749], [0.035, 0.141, 0.198], [1.600, 0.830, -1.654], [0.306, 0.067, 1.789], [-1.272, -0.671, -0.426], [-1.583, -1.005, 0.842]],
  "lowdin_spin": [0.077, 0.461, 0.180, 1.005, 0.250, 0.027],
  "de_lowest_kj_mol": 11.57,
  "total_energy_ev": -25247.2230,
  "mol_weight_g_mol": 103.17,
  "total_charge": 0,
  "spin_multiplicity": 3,
  "e_lumo_ha": [0.018, -0.125],
  "s_squared": 2.011,
  "e_homo_ev": [-7.66, -10.14]
}

***

[7]
{
  "formula": "C2HNaO4",
  "method": "wB97M-V/def2-TZVPD",
  "symbols": ["O", "O", "O", "O", "C", "C", "H", "Na"],
  "xyz": [[0.398, -1.760, 0.898], [3.249, -0.548, -1.506], [0.548, -0.476, 0.315], [3.187, -1.953, -1.324], [2.204, 0.053, -1.245], [0.983, -0.525, -0.892], [0.271, -0.774, -1.690], [2.198, -2.650, 1.400]],
  "nbo_charge": [-0.687, -0.154, -0.330, -0.605, 0.332, 0.290, 0.181, 0.972],
  "de_lowest_kj_mol": 1101.33,
  "total_energy_ev": -14686.7591,
  "mol_weight_g_mol": 112.02,
  "total_charge": 0,
  "e_lumo_ha": -0.034,
  "e_homo_ev": -8.55
}

***

[8]
{
  "formula": "C2HNaO4",
  "method": "wB97M-V/def2-TZVPD",
  "symbols": ["O", "C", "O", "O", "C", "O", "Na", "H"],
  "xyz": [[-0.100, 0.723, -0.855], [-1.248, -1.377, 0.766], [-1.985, -1.264, 1.619], [0.738, 2.164, 0.677], [0.777, 0.951, 0.071], [1.697, 0.157, 0.375], [0.762, -1.404, -1.052], [1.470, 2.213, 1.304]],
  "nbo_charge": [-0.844, 0.481, -0.474, -0.702, 0.945, -0.843, 0.950, 0.487],
  "de_lowest_kj_mol": 0.00,
  "total_energy_ev": -14698.1736,
  "mol_weight_g_mol": 112.02,
  "total_charge": 0,
  "e_lumo_ha": -0.024,
  "e_homo_ev": -9.14
}

***

[9]
{
  "formula": "C2HO2S2",
  "method": "wB97M-V/def2-TZVPD",
  "symbols": ["O", "C", "O", "C", "S", "S", "H"],
  "xyz": [[-2.621, -1.481, 0.928], [-2.289, -1.232, -0.267], [-1.981, -1.833, -1.246], [-2.257, 0.229, -0.184], [-3.320, 1.430, -0.001], [-0.421, 0.891, 0.242], [0.571, 0.041, 0.738]],
  "nbo_charge": [-0.678, 0.650, -0.671, -0.167, -0.044, -0.214, 0.124],
  "de_lowest_kj_mol": 94.29,
  "total_energy_ev": -27856.0062,
  "smiles": "O=C([O-])C(=S)S",
  "mol_weight_g_mol": 121.16,
  "total_charge": -1,
  "e_lumo_ha": 0.123,
  "e_homo_ev": -4.47
}

***

[10]
{
  "formula": "C2HO4Pt",
  "method": "wB97M-V/def2-TZVPD",
  "symbols": ["O", "C", "H", "O", "C", "O", "O", "Pt"],
  "xyz": [[-3.898, 0.423, 0.177], [-2.779, 0.544, 0.208], [-0.143, -0.128, -0.053], [0.517, -0.837, 0.074], [1.732, -0.347, 0.050], [1.980, 0.790, -0.458], [2.639, -0.942, 0.704], [3.663, 0.468, 0.139]],
  "lowdin_spin": [0.000, 0.000, 0.000, -0.004, 0.016, 0.249, 0.261, 1.478],
  "de_lowest_kj_mol": 0.00,
  "total_energy_ev": -13513.0830,
  "mol_weight_g_mol": 284.10,
  "total_charge": 1,
  "spin_multiplicity": 3,
  "e_lumo_ha": [-0.244, -0.314],
  "s_squared": 2.007,
  "e_homo_ev": [-14.93, -16.58]
}

***

[11]
{
  "formula": "C2HO5",
  "method": "wB97M-V/def2-TZVPD",
  "symbols": ["O", "C", "O", "C", "O", "O", "O", "H"],
  "xyz": [[-1.799, 1.226, -0.447], [-0.808, 0.968, 0.175], [0.197, 1.571, 0.536], [-0.744, -0.655, 0.248], [-1.497, -1.493, 0.236], [0.765, -1.235, 0.018], [2.103, -0.589, -0.217], [1.786, 0.208, -0.549]],
  "nbo_charge": [-0.684, 0.698, -0.726, 0.688, -0.509, -0.458, -0.468, 0.458],
  "de_lowest_kj_mol": 115.40,
  "total_energy_ev": -12325.8174,
  "smiles": "O=C([O-])C(=O)OO",
  "mol_weight_g_mol": 105.03,
  "total_charge": -1,
  "e_lumo_ha": 0.154,
  "e_homo_ev": -4.93
}

***

[12]
{
  "formula": "C2HOS2",
  "method": "wB97M-V/def2-TZVPD",
  "symbols": ["C", "C", "O", "S", "S", "H"],
  "xyz": [[1.980, -1.025, -0.424], [-1.383, 0.388, 0.347], [-2.193, 0.807, -0.457], [0.319, -0.383, 0.173], [3.042, 0.052, -1.038], [-1.766, 0.162, 1.399]],
  "nbo_charge": [-0.386, 0.257, -0.614, -0.199, -0.163, 0.105],
  "de_lowest_kj_mol": 261.12,
  "total_energy_ev": -25806.1141,
  "mol_weight_g_mol": 105.16,
  "total_charge": -1,
  "e_lumo_ha": 0.134,
  "e_homo_ev": -3.23
}

***

[13]
{
  "formula": "C2INO3",
  "method": "wB97M-V/def2-TZVPD",
  "symbols": ["C", "C", "N", "O", "O", "O", "I"],
  "xyz": [[2.578, 0.266, -1.279], [0.857, 0.297, 0.691], [1.883, 0.588, 0.173], [1.986, -0.644, -1.751], [3.479, 1.031, -1.505], [-0.104, 0.130, 1.386], [-10.679, -1.666, 2.286]],
  "nbo_charge": [0.937, 0.794, -0.688, -0.695, -0.710, -0.639, -1.000],
  "de_lowest_kj_mol": 2.48,
  "total_energy_ev": -17810.6697,
  "mol_weight_g_mol": 212.93,
  "total_charge": -2,
  "e_lumo_ha": 0.196,
  "e_homo_ev": -2.04
}

***

[14]
{
  "formula": "C2INO3",
  "method": "wB97M-V/def2-TZVPD",
  "symbols": ["C", "C", "N", "O", "O", "O", "I"],
  "xyz": [[1.951, -0.751, -0.919], [1.711, 0.765, 1.017], [1.363, -0.309, 0.501], [2.108, -1.948, -1.024], [2.094, 0.210, -1.684], [2.018, 1.638, 1.716], [-11.245, 0.394, 0.392]],
  "nbo_charge": [0.902, 0.836, -0.684, -0.715, -0.754, -0.584, -1.000],
  "de_lowest_kj_mol": 3.17,
  "total_energy_ev": -17810.6625,
  "mol_weight_g_mol": 212.93,
  "total_charge": -2,
  "e_lumo_ha": 0.186,
  "e_homo_ev": -2.08
}

***

[15]
{
  "formula": "C2N2",
  "method": "wB97M-V/def2-TZVPD",
  "symbols": ["N", "C", "C", "N"],
  "xyz": [[0.981, 1.561, 0.404], [0.381, 0.575, 0.251], [-0.399, -0.589, -0.161], [-0.964, -1.547, -0.494]],
  "nbo_charge": [-0.187, 0.188, 0.189, -0.190],
  "de_lowest_kj_mol": 11.64,
  "total_energy_ev": -5052.4435,
  "smiles": "N#CC#N",
  "mol_weight_g_mol": 52.04,
  "total_charge": 0,
  "e_lumo_ha": -0.009,
  "e_homo_ev": -12.93
}

***

[16]
{
  "formula": "C2N2O5S",
  "method": "wB97M-V/def2-TZVPD",
  "symbols": ["C", "C", "N", "N", "O", "O", "O", "O", "O", "S"],
  "xyz": [[-1.370, -1.153, -0.440], [-1.482, -0.361, 0.722], [-1.704, -1.844, -1.316], [2.014, 1.077, -0.258], [2.694, 0.343, 0.283], [-1.819, 0.735, 0.890], [2.016, 2.154, -0.701], [0.646, 0.431, -0.573], [-0.026, -0.896, 1.486], [0.576, -1.037, 0.109]],
  "nbo_charge": [-0.086, 0.693, -0.265, 0.753, -0.271, -0.380, -0.262, -0.636, -0.740, 1.194],
  "de_lowest_kj_mol": 315.73,
  "total_energy_ev": -26118.0399,
  "mol_weight_g_mol": 164.10,
  "total_charge": 0,
  "e_lumo_ha": [-0.040, -0.040],
  "e_homo_ev": [-9.27, -9.27]
}

***

[17]
{
  "formula": "C2N2S3",
  "method": "wB97M-V/def2-TZVPD",
  "symbols": ["C", "C", "N", "N", "S", "S", "S"],
  "xyz": [[0.636, 1.086, -0.434], [-0.438, -1.218, 1.106], [-0.270, 0.534, -0.964], [-1.086, -0.354, -1.271], [1.828, 2.104, -0.211], [0.767, -0.694, 1.899], [-1.436, -1.458, -0.125]],
  "nbo_charge": [0.119, -0.522, -0.225, -0.524, -0.088, 0.434, 0.805],
  "de_lowest_kj_mol": 294.27,
  "total_energy_ev": -37554.8282,
  "mol_weight_g_mol": 148.24,
  "total_charge": 0,
  "e_lumo_ha": [-0.084, -0.084],
  "e_homo_ev": [-7.67, -7.67]
}

***

[18]
{
  "formula": "C2N2S3",
  "method": "wB97M-V/def2-TZVPD",
  "symbols": ["C", "C", "N", "N", "S", "S", "S"],
  "xyz": [[-0.169, -0.760, -0.077], [0.132, 0.387, 0.687], [-0.292, -0.387, -1.409], [-0.147, 0.802, -1.620], [-0.483, -2.264, 0.519], [0.540, 0.481, 2.297], [0.419, 1.740, -0.398]],
  "lowdin_spin": [0.107, 0.255, 0.059, 0.085, 0.573, 0.888, 0.034],
  "de_lowest_kj_mol": 0.00,
  "total_energy_ev": -37556.2911,
  "mol_weight_g_mol": 148.24,
  "total_charge": 0,
  "spin_multiplicity": 3,
  "e_lumo_ha": [-0.013, -0.126],
  "s_squared": 2.026,
  "e_homo_ev": [-8.79, -9.25]
}

***

[19]
{
  "formula": "C2N3O",
  "method": "wB97M-V/def2-TZVPD",
  "symbols": ["N", "C", "N", "O", "C", "N"],
  "xyz": [[-1.072, -2.066, 0.705], [-0.563, -1.149, 0.233], [0.301, 0.022, -0.371], [0.566, -0.104, -1.668], [0.283, 1.150, 0.269], [0.484, 2.147, 0.832]],
  "nbo_charge": [-0.465, 0.401, -0.182, -0.691, 0.415, -0.478],
  "de_lowest_kj_mol": 26.77,
  "total_energy_ev": -8589.0532,
  "smiles": "N#CN([O-])C#N",
  "mol_weight_g_mol": 82.04,
  "total_charge": -1,
  "e_lumo_ha": 0.164,
  "e_homo_ev": -3.19
}

***

[20]
{
  "formula": "C2N4O",
  "method": "wB97M-V/def2-TZVPD",
  "symbols": ["C", "C", "N", "N", "N", "N", "O"],
  "xyz": [[-1.748, 0.317, -0.154], [1.718, -0.124, -0.032], [-1.361, -0.946, 0.090], [2.799, 0.125, -0.052], [-1.639, 1.425, 0.088], [0.427, 0.181, 0.006], [-0.195, -0.979, 0.053]],
  "nbo_charge": [0.274, 0.304, -0.022, -0.258, -0.153, -0.206, 0.061],
  "de_lowest_kj_mol": 490.30,
  "total_energy_ev": -10073.1129,
  "mol_weight_g_mol": 96.05,
  "total_charge": 0,
  "e_lumo_ha": [-0.093, -0.098],
  "e_homo_ev": [-10.96, -10.78]
}